ORCA calculation (ωB97M-V with the def2-TZVPD basis set) on a 2-piece molecular cluster, C33H23F3N3O7PS overall.

Geometry as ORCA input:
```
! wB97M-V def2-TZVPD RIJCOSX def2/J DEFGRID3
* xyz 0 1
C 0.53 1.85 -6.50
C 1.74 1.43 -5.95
C 1.76 0.79 -4.71
C 0.56 0.60 -3.99
P 0.59 -0.21 -2.39
C -0.21 0.80 -1.12
C 0.07 0.47 0.21
C -0.42 1.25 1.25
C -1.25 2.34 0.97
C -1.53 2.67 -0.35
C -1.02 1.91 -1.40
C -0.43 -1.71 -2.54
C -1.06 -2.27 -1.41
C -1.79 -3.45 -1.53
C -1.90 -4.09 -2.77
C -1.26 -3.55 -3.89
C -0.52 -2.37 -3.78
C 2.21 -0.63 -1.90
C 3.23 0.21 -1.31
O 4.38 -0.24 -1.14
C 2.91 1.63 -0.88
C 2.46 2.59 -1.78
C 2.00 3.83 -1.32
C 2.14 4.16 0.03
C 2.72 3.24 0.91
C 3.14 1.99 0.45
C -0.66 1.00 -4.57
C -0.67 1.63 -5.82
H 0.52 2.35 -7.47
H 2.68 1.59 -6.48
H 2.69 0.42 -4.28
H 0.70 -0.39 0.44
H -0.14 1.02 2.28
H -1.66 2.93 1.80
H -2.16 3.54 -0.57
H -1.22 2.18 -2.44
H -1.00 -1.77 -0.45
H -2.29 -3.87 -0.65
H -2.48 -5.01 -2.87
H -1.34 -4.05 -4.86
H -0.03 -1.94 -4.66
H 2.52 -1.65 -2.13
H 2.44 2.35 -2.85
H 1.53 4.53 -2.02
H 1.80 5.13 0.39
H 2.84 3.48 1.97
H 3.61 1.27 1.12
H -1.60 0.81 -4.05
H -1.62 1.94 -6.26
O 0.26 -4.44 5.18
S 0.75 -3.22 4.59
O 2.07 -2.70 4.82
C 0.60 -3.43 2.72
F 1.44 -4.40 2.33
F -0.66 -3.74 2.36
F 0.96 -2.28 2.10
C -0.44 -1.91 4.95
C -0.02 -0.57 4.82
C -0.99 0.41 4.99
N -0.88 1.79 4.80
O 0.05 2.53 4.51
O -2.19 2.29 4.91
N -3.10 1.28 5.20
C -2.35 0.15 5.24
C -2.75 -1.24 5.39
N -4.11 -1.68 5.60
O -5.06 -0.87 5.63
O -4.28 -2.91 5.76
C -1.77 -2.24 5.28
H 1.01 -0.28 4.65
H -2.04 -3.28 5.43
*
```

Values from the calculation:
* gap between HOMO and LUMO: 4.69 eV
* highest occupied orbital energy: -0.279 hartree

ORCA calculation (ωB97M-V with the def2-TZVPD basis set) on one molecule with the formula C4H4O.

Geometry as ORCA input:
```
! wB97M-V def2-TZVPD RIJCOSX def2/J DEFGRID3
* xyz 0 1
O 0.68 1.19 0.19
C -0.35 0.97 -0.66
C -0.76 -0.31 -0.60
C 0.13 -0.98 0.31
C 0.94 0.00 0.79
H -0.72 1.80 -1.24
H -1.77 -0.53 -0.88
H 0.20 -2.03 0.55
H 1.68 0.03 1.57
*
```

Values from the calculation:
* gap between HOMO and LUMO: 10.06 eV
* highest occupied orbital energy: -0.327 hartree
* ΔE to the lowest compared entry with this formula, charge and spin: 6.1 kcal per mole
* SMILES: c1ccoc1

ORCA calculation (ωB97M-V with the def2-TZVPD basis set) on C36H25Cl2CrIN9O4 as an isolated structure.

Geometry as ORCA input:
```
! wB97M-V def2-TZVPD RIJCOSX def2/J DEFGRID3
* xyz -1 5
Cr -0.91 -1.37 -1.19
Cl -5.74 -4.83 -4.40
C -4.18 -4.24 -3.92
C -4.09 -3.02 -3.29
C -2.85 -2.51 -2.92
N -2.77 -1.34 -2.11
C -3.65 -0.38 -2.38
O -4.27 -0.15 -3.42
C -3.98 0.59 -1.25
C -4.29 1.90 -1.57
C -4.75 2.74 -0.57
C -4.85 2.26 0.72
C -4.52 0.94 0.95
N -4.12 0.10 -0.02
C -1.69 -3.26 -3.17
C -1.79 -4.49 -3.80
C -3.04 -4.97 -4.20
Cl -3.10 -6.49 -5.04
N -0.50 -2.81 -2.57
C 0.67 -3.17 -3.13
O 0.90 -3.48 -4.30
C 1.86 -3.19 -2.18
C 3.05 -2.57 -2.53
C 4.14 -2.67 -1.69
C 3.99 -3.38 -0.52
C 2.77 -3.95 -0.24
N 1.72 -3.90 -1.06
H -4.99 -2.49 -3.04
H -4.24 2.24 -2.59
H -5.04 3.75 -0.81
H -5.22 2.87 1.54
H -4.59 0.50 1.93
H -0.93 -5.12 -3.96
H 3.11 -2.02 -3.46
H 5.07 -2.18 -1.94
H 4.80 -3.47 0.19
H 2.62 -4.48 0.70
C -1.00 2.22 -0.83
C -1.20 1.33 0.36
N -1.32 0.03 0.31
C -1.49 -0.43 1.58
C -1.48 0.61 2.45
N -1.28 1.73 1.67
C -1.23 3.10 2.09
N 0.08 3.68 1.95
N 0.27 4.66 1.03
N 1.47 5.08 1.11
C 2.10 4.38 2.12
C 3.41 4.51 2.63
C 3.74 3.67 3.67
C 2.85 2.72 4.18
C 1.58 2.59 3.68
C 1.20 3.47 2.65
H -1.12 1.61 -1.72
H 0.00 2.66 -0.85
H -1.74 3.02 -0.87
H -1.64 -1.48 1.79
H -1.57 0.70 3.52
H -1.58 3.19 3.12
H -1.91 3.70 1.46
H 4.12 5.22 2.25
H 4.74 3.71 4.10
H 3.20 2.07 4.98
H 0.91 1.83 4.05
I 6.04 0.66 3.86
C 4.50 0.27 2.50
C 4.25 1.15 1.47
C 3.24 0.86 0.56
C 2.50 -0.29 0.73
C 2.73 -1.14 1.80
C 3.74 -0.87 2.70
C 1.41 -0.63 -0.25
O 1.19 0.08 -1.23
O 0.71 -1.62 0.08
H 4.85 2.05 1.37
H 3.05 1.52 -0.26
H 2.13 -2.03 1.91
H 3.97 -1.54 3.52
*
```

Values from the calculation:
* gap between HOMO and LUMO (alpha / beta): 5.96 / 6.21 eV
* highest occupied orbital energy (alpha / beta): -0.158 / -0.168 hartree
* ΔE to the lowest compared entry with this formula, charge and spin: 0.0 kcal per mole
* expectation value of S²: 6.0121

ORCA calculation (ωB97M-V with the def2-TZVPD basis set) on C28H35F3MoN4O3P2S as an isolated structure.

Geometry as ORCA input:
```
! wB97M-V def2-TZVPD RIJCOSX def2/J DEFGRID3
* xyz 2 3
Mo 0.20 -0.97 -2.06
C -0.80 0.83 -1.07
C -1.41 0.37 -2.27
C -1.06 0.95 -3.62
C 0.14 0.36 -4.43
C 1.35 -0.09 -3.65
C 1.75 0.55 -2.45
C 1.27 1.94 -2.09
C 0.14 1.97 -1.03
C 1.02 -1.10 -0.19
H -1.35 0.67 -0.14
H -2.38 -0.12 -2.19
H -0.95 2.05 -3.56
H -1.96 0.77 -4.23
H -0.22 -0.49 -5.04
H 0.43 1.11 -5.18
H 1.99 -0.82 -4.14
H 2.70 0.24 -1.99
H 0.95 2.51 -2.97
H 2.11 2.52 -1.67
H 0.56 2.04 -0.01
H -0.41 2.92 -1.15
H 0.28 -1.12 0.63
H 1.81 -0.35 0.00
H 1.48 -2.11 -0.30
P 1.41 -0.96 -7.61
P -2.01 -0.51 -7.51
N 2.83 0.05 -7.80
N 2.07 -2.30 -8.63
N -2.16 1.26 -7.69
N -3.62 -0.91 -8.15
C 0.41 -0.17 -8.97
C -1.01 -0.76 -9.07
C 3.68 0.39 -6.73
C 4.72 1.18 -7.23
C 4.53 1.30 -8.65
C 3.36 0.60 -8.96
C 2.24 -3.61 -8.17
C 2.74 -4.39 -9.21
C 2.88 -3.54 -10.35
C 2.45 -2.27 -9.97
C -1.79 2.13 -6.66
C -1.89 3.44 -7.09
C -2.35 3.39 -8.45
C -2.44 2.05 -8.81
C -4.49 -0.29 -9.06
C -5.58 -1.13 -9.29
C -5.38 -2.31 -8.51
C -4.17 -2.17 -7.83
H 0.91 -0.30 -9.95
H 0.37 0.92 -8.78
H -1.56 -0.32 -9.92
H -0.97 -1.85 -9.22
H 3.47 0.03 -5.74
H 5.52 1.62 -6.65
H 5.15 1.83 -9.35
H 2.89 0.45 -9.92
H 2.00 -3.86 -7.15
H 2.97 -5.45 -9.18
H 3.25 -3.80 -11.34
H 2.39 -1.37 -10.57
H -1.52 1.74 -5.70
H -1.64 4.32 -6.51
H -2.61 4.24 -9.07
H -2.69 1.62 -9.76
H -4.31 0.69 -9.45
H -6.41 -0.91 -9.94
H -6.05 -3.16 -8.45
H -3.65 -2.83 -7.16
F -0.15 2.10 4.49
C -0.81 1.92 3.32
F -1.98 2.60 3.37
F -0.05 2.47 2.33
S -1.07 0.09 3.01
O 0.31 -0.38 2.94
O -1.85 -0.32 4.18
O -1.80 0.06 1.74
*
```

Values from the calculation:
* gap between HOMO and LUMO (alpha / beta): 5.68 / 2.81 eV
* highest occupied orbital energy (alpha / beta): -0.454 / -0.454 hartree
* ΔE to the lowest compared entry with this formula, charge and spin: 0.0 kcal per mole
* expectation value of S²: 2.0580

ORCA calculation (ωB97M-V with the def2-TZVPD basis set) on a 8-piece molecular cluster, C22H63N3O8 overall.

Geometry as ORCA input:
```
! wB97M-V def2-TZVPD RIJCOSX def2/J DEFGRID3
* xyz 0 1
C -3.24 -1.30 -1.41
C -3.53 0.14 -1.02
O -2.39 0.98 -1.13
H -2.54 -1.28 -2.24
H -4.11 -1.82 -1.83
H -2.91 -1.98 -0.63
H -3.88 0.20 0.02
H -4.35 0.58 -1.61
H -2.21 1.08 -2.09
C 3.85 -2.60 1.69
C 3.35 -3.49 2.82
O 3.28 -2.81 4.07
H 3.54 -3.03 0.73
H 4.94 -2.54 1.68
H 3.44 -1.59 1.66
H 4.01 -4.36 2.87
H 2.33 -3.82 2.63
H 4.19 -2.58 4.30
C -1.79 -0.20 2.80
C -1.60 1.30 2.61
O -1.18 1.62 1.30
H -0.86 -0.76 2.66
H -2.52 -0.71 2.16
H -2.14 -0.40 3.82
H -0.92 1.65 3.38
H -2.57 1.79 2.78
H -1.76 1.18 0.65
C 3.65 4.21 3.42
C 2.63 3.81 2.41
O 1.54 4.72 2.49
H 4.33 5.01 3.10
H 4.39 3.41 3.57
H 3.25 4.44 4.41
H 2.32 2.79 2.66
H 3.05 3.68 1.41
H 0.96 4.57 1.71
C -0.07 2.55 -4.11
C -0.75 1.29 -4.62
O -1.93 0.97 -3.86
H 0.45 2.98 -4.98
H 0.78 2.35 -3.47
H -0.78 3.32 -3.81
H -0.11 0.41 -4.59
H -0.98 1.40 -5.68
H -2.55 0.51 -4.42
C -2.15 4.45 -1.37
C -0.73 4.78 -0.87
C -0.35 6.24 -1.11
O -0.60 6.58 -2.45
C 0.00 7.79 -2.82
N -0.55 4.41 0.56
H -2.53 3.60 -0.80
H -2.22 4.35 -2.45
H -2.89 5.22 -1.13
H -0.03 4.17 -1.45
H 0.73 6.29 -0.89
H -0.93 6.92 -0.47
H 1.08 7.67 -2.96
H -0.19 8.59 -2.10
H -0.30 8.09 -3.82
H -0.91 3.45 0.51
H -1.35 4.87 1.01
C 2.14 1.86 -0.77
C 1.41 0.53 -0.56
C 1.93 -0.62 -1.40
O 1.03 -1.70 -1.27
C 1.22 -2.81 -2.14
N 1.68 0.17 0.87
H 1.54 2.69 -0.39
H 2.33 2.04 -1.84
H 3.14 1.87 -0.34
H 0.32 0.60 -0.62
H 2.91 -0.96 -1.07
H 2.03 -0.29 -2.44
H 2.09 -3.35 -1.74
H 1.32 -2.53 -3.19
H 0.30 -3.35 -1.95
H 1.18 -0.72 0.82
H 1.15 0.73 1.52
C -3.41 -7.80 1.46
C -1.90 -7.92 1.40
C -1.26 -6.60 0.92
O 0.11 -6.84 0.77
C 0.80 -5.73 0.27
N -1.41 -8.32 2.71
H -3.94 -7.45 0.56
H -3.71 -7.02 2.18
H -3.90 -8.72 1.76
H -1.55 -8.72 0.74
H -1.47 -5.91 1.75
H -1.67 -6.13 0.02
H 0.36 -4.81 0.70
H 0.61 -5.52 -0.80
H 1.88 -5.78 0.36
H -1.55 -7.55 3.36
H -0.41 -8.47 2.66
*
```

Values from the calculation:
* gap between HOMO and LUMO: 9.33 eV
* highest occupied orbital energy: -0.334 hartree
* ΔE to the lowest compared entry with this formula, charge and spin: 25.6 kcal per mole
* SMILES: COC[C@H](C)N.COC[C@H](C)N.COC[C@H](C)N.CCO.CCO.CCO.CCO.CCO

ORCA calculation (ωB97M-V with the def2-TZVPD basis set) on C4H5EuLiO2 as an isolated structure.

Geometry as ORCA input:
```
! wB97M-V def2-TZVPD RIJCOSX def2/J DEFGRID3
* xyz 1 9
H -0.11 -1.73 -0.40
C -0.50 -0.80 0.44
C -1.02 0.56 -0.01
C 0.09 1.00 -0.98
C 1.34 0.33 -0.42
O 0.89 -0.38 0.68
O -1.02 -1.41 1.47
Li -0.27 -1.39 3.23
Eu 3.56 -0.62 -1.38
H -1.07 1.20 0.88
H -2.02 0.45 -0.44
H 0.34 2.06 -1.08
H -0.22 0.72 -2.01
*
```

Values from the calculation:
* gap between HOMO and LUMO (alpha / beta): 5.00 / 7.91 eV
* highest occupied orbital energy (alpha / beta): -0.331 / -0.433 hartree
* ΔE to the lowest compared entry with this formula, charge and spin: 39.1 kcal per mole
* expectation value of S²: 20.0080

Number 1: electronic energy -81663.9639 eV. Number 2: electronic energy -6259.1139 eV. Number 3: electronic energy -120911.4360 eV. Number 4: electronic energy -81102.9249 eV. Number 5: electronic energy -44682.5347 eV. Number 6: electronic energy -27847.3978 eV.